No. 1
ORCA calculation (wB97M-V/def2-TZVPD) on C25H48BiP4Se as an isolated structure.

Results
* frontier orbital gap (alpha / beta): 3.96 / 4.23 eV
* LUMO (alpha / beta): -11.135 / -10.867 eV
* electronic energy: -4961.798506 hartree
* charge: +3

Cartesian coordinates (Å):
Bi1 -0.02 0.03 -0.14
P1 2.36 1.49 -0.26
P2 0.38 -1.00 2.44
P3 -1.50 2.11 0.92
H1 -5.51 -0.06 -7.86
C1 -5.54 1.03 -7.76
C2 -4.71 1.82 -8.46
H2 -3.97 1.40 -9.16
C3 3.65 0.62 -1.16
C4 2.99 2.05 1.34
C5 1.92 2.97 -1.23
C6 -0.93 -2.13 3.02
C7 1.89 -2.01 2.61
C8 0.57 0.23 3.78
C9 -2.22 2.92 -0.55
C10 -0.58 3.38 1.86
C11 -2.89 1.56 1.95
H3 -6.31 1.46 -7.11
H4 -4.76 2.92 -8.40
H5 3.26 0.21 -2.11
H6 4.04 -0.22 -0.56
H7 4.46 1.33 -1.38
H8 3.32 1.19 1.93
H9 2.22 2.60 1.90
H10 3.85 2.72 1.16
H11 1.58 2.66 -2.23
H12 2.82 3.60 -1.32
H13 1.12 3.55 -0.75
H14 -0.64 -2.58 3.98
H15 -1.09 -2.92 2.28
H16 -1.87 -1.57 3.14
H17 2.04 -2.27 3.67
H18 2.77 -1.44 2.26
H19 1.81 -2.93 2.01
H20 0.77 -0.28 4.73
H21 -0.34 0.84 3.88
H22 1.41 0.90 3.56
H23 -2.67 3.88 -0.25
H24 -2.98 2.27 -1.00
H25 -1.43 3.11 -1.30
H26 -1.28 4.16 2.21
H27 0.19 3.85 1.23
H28 -0.09 2.93 2.73
H29 -3.37 2.44 2.41
H30 -2.54 0.88 2.74
H31 -3.62 1.02 1.32
C12 -3.49 -0.79 -1.97
C13 -2.76 -0.19 -3.01
C14 -3.41 0.24 -4.16
C15 -4.78 0.03 -4.33
C16 -5.52 -0.55 -3.28
C17 -4.90 -0.92 -2.10
Se1 -2.64 -1.44 -0.44
H32 -0.04 0.62 -1.87
H33 -1.69 -0.05 -2.89
H34 -2.83 0.73 -4.95
H35 -5.26 0.32 -5.26
H36 -6.59 -0.70 -3.41
H37 -5.46 -1.33 -1.26
C18 0.28 -3.82 -0.66
P4 1.44 -2.45 -1.02
C19 1.09 -2.12 -2.80
C20 3.04 -3.37 -1.07
C21 4.01 -3.20 -0.06
C22 5.06 -4.12 0.05
C23 5.22 -5.14 -0.89
C24 4.32 -5.23 -1.97
C25 3.25 -4.34 -2.07
H38 -0.77 -3.49 -0.74
H39 0.45 -4.16 0.37
H40 0.45 -4.67 -1.33
H41 0.04 -1.85 -2.95
H42 1.34 -3.00 -3.41
H43 1.72 -1.27 -3.12
H44 3.93 -2.35 0.62
H45 5.76 -4.03 0.88
H46 6.05 -5.85 -0.81
H47 4.45 -6.00 -2.74
H48 2.56 -4.41 -2.92

Mulliken atomic charge list, values in e, 4 entries: 0.449 0.733 0.627 0.499

***

No. 2
ORCA calculation (wB97M-V/def2-TZVPD) on C25H48BrN2O2P as an isolated structure.

Results
* frontier orbital gap: 5.43 eV
* LUMO: -0.644 eV
* electronic energy: -4156.273871 hartree

Cartesian coordinates (Å):
C1 -3.36 -2.27 -6.03
C2 -2.86 -3.18 -5.24
C3 -2.24 -4.04 -4.00
C4 -0.71 -3.53 -3.79
C5 -0.77 -1.95 -3.48
C6 0.22 -1.44 -2.32
C7 -0.34 -2.30 -1.03
C8 -0.49 -1.22 0.21
P1 -2.01 -1.88 1.12
C9 -3.56 -0.84 0.92
C10 -1.56 -1.71 2.99
C11 -0.21 -2.63 3.18
C12 -0.59 0.12 -0.72
C13 -0.29 1.55 0.02
C14 -1.59 2.21 0.69
C15 -1.36 3.73 1.22
C16 -1.11 3.78 2.85
C17 0.49 3.91 3.04
N1 0.82 4.17 4.49
N2 0.28 0.05 -1.98
C18 1.74 0.39 -1.83
C19 2.60 -0.44 -0.78
C20 3.04 0.40 0.56
C21 4.45 -0.29 1.04
C22 4.57 -0.38 2.67
C23 4.42 1.12 3.26
C24 -0.09 0.95 -3.14
C25 -1.64 1.25 -3.35
O1 -2.41 0.68 -4.20
O2 -2.24 2.29 -2.55
H1 -3.76 -1.40 -6.65
H2 -2.83 -3.87 -3.03
H3 -2.31 -5.15 -4.30
H4 -0.17 -3.67 -4.82
H5 -0.11 -4.16 -3.04
H6 -0.64 -1.41 -4.50
H7 -1.86 -1.73 -3.13
H8 1.22 -1.93 -2.65
H9 0.52 -2.97 -0.68
H10 -1.38 -2.79 -1.19
H11 0.43 -1.07 0.90
H12 -4.39 -1.29 1.66
H13 -3.46 0.27 1.19
H14 -4.01 -0.99 -0.15
H15 -2.37 -2.22 3.62
H16 -1.34 -0.62 3.29
H17 -0.13 -3.42 2.32
H18 0.76 -2.00 3.09
H19 -0.23 -3.23 4.17
H20 -1.73 0.19 -0.85
H21 0.51 1.45 0.86
H22 0.12 2.34 -0.74
H23 -1.82 1.59 1.65
H24 -2.53 2.21 0.04
H25 -0.52 4.30 0.69
H26 -2.34 4.32 1.05
H27 -1.64 4.69 3.33
H28 -1.52 2.84 3.38
H29 1.03 2.95 2.68
H30 0.83 4.81 2.39
H31 0.96 3.29 5.01
H32 1.75 4.64 4.46
H33 2.22 0.22 -2.89
H34 1.94 1.52 -1.61
H35 2.18 -1.43 -0.40
H36 3.62 -0.70 -1.29
H37 3.21 1.51 0.26
H38 2.26 0.32 1.40
H39 5.36 0.28 0.59
H40 4.44 -1.40 0.67
H41 3.78 -1.09 3.12
H42 5.62 -0.80 2.94
H43 3.31 1.27 3.52
H44 5.11 1.25 4.17
H45 4.71 1.84 2.39
H46 0.30 0.50 -4.14
H47 0.43 2.00 -3.09
H48 -3.16 1.97 -2.37
Br1 -5.57 -1.69 2.88

Mulliken atomic charge list, values in e, 4 entries: -0.111 -0.332 -0.553 -0.749

***

No. 3
ORCA calculation (wB97M-V/def2-TZVPD) on C25H48Cl27F7NbO3S as an isolated structure.

Results
* frontier orbital gap: 6.30 eV
* LUMO: 1.263 eV
* electronic energy: -14786.228118 hartree
* charge: -1

Cartesian coordinates (Å):
C1 0.87 2.76 4.32
C2 0.37 1.30 4.36
C3 1.38 0.35 3.66
C4 1.26 0.28 2.12
Nb1 -0.53 -0.81 1.31
C5 0.27 -0.36 -0.80
O1 0.62 1.05 -0.86
C6 1.89 1.26 -1.44
C7 0.33 -2.87 1.41
Cl1 0.70 -3.59 -0.23
C8 1.57 -3.07 2.31
C9 1.15 -3.38 3.78
S1 -1.96 1.34 1.33
O2 -1.22 2.50 1.81
O3 -2.32 1.59 -0.06
C10 -3.55 1.29 2.38
F1 -3.35 0.77 3.56
F2 -3.85 2.59 2.64
C11 -4.81 0.71 1.69
F3 -5.12 1.32 0.56
F4 -5.85 0.92 2.53
C12 -4.81 -0.84 1.42
F5 -6.07 -1.28 1.58
F6 -4.52 -1.09 0.17
F7 -4.08 -1.52 2.25
H1 1.47 2.90 3.42
H2 0.01 3.42 4.34
H3 1.52 2.91 5.19
H4 0.28 0.94 5.39
H5 -0.60 1.15 3.89
H6 1.33 -0.62 4.17
H7 2.38 0.75 3.89
H8 2.21 -0.10 1.69
H9 1.20 1.31 1.76
H10 -2.04 -1.57 0.56
H11 -1.17 -1.09 3.02
H12 -0.48 -0.60 -1.56
H13 1.21 -0.90 -0.99
H14 1.90 2.30 -1.78
H15 2.66 1.13 -0.67
H16 2.07 0.62 -2.31
H17 -0.43 -3.54 1.82
H18 2.05 -3.98 1.96
H19 2.33 -2.29 2.24
H20 1.01 -4.45 3.88
H21 1.95 -3.00 4.41
H22 0.23 -2.82 3.96
C13 4.66 2.86 1.77
Cl2 4.18 1.16 1.70
Cl3 3.46 3.80 2.65
H23 5.62 2.94 2.26
H24 4.74 3.25 0.76
C14 -3.54 -4.40 -0.64
Cl4 -2.59 -5.82 -0.17
Cl5 -2.61 -3.30 -1.64
H25 -4.41 -4.73 -1.19
H26 -3.84 -3.88 0.26
C15 -1.07 -7.75 -3.08
Cl6 -0.12 -9.19 -2.64
Cl7 -0.13 -6.64 -4.08
H27 -1.95 -8.07 -3.64
H28 -1.37 -7.24 -2.17
C16 -0.47 -7.09 5.37
Cl8 -1.41 -6.41 4.04
Cl9 1.22 -6.57 5.31
H29 -0.90 -6.76 6.31
H30 -0.51 -8.17 5.31
C17 -6.51 4.46 1.62
Cl10 -7.89 4.25 2.70
Cl11 -6.42 6.12 1.02
H31 -5.60 4.24 2.18
H32 -6.60 3.78 0.78
C18 2.01 -8.76 -6.82
Cl12 2.96 -10.19 -6.37
Cl13 2.95 -7.65 -7.82
H33 1.14 -9.08 -7.37
H34 1.71 -8.24 -5.91
C19 7.14 6.06 1.04
Cl14 7.24 5.62 2.75
Cl15 6.04 5.00 0.16
H35 6.77 7.08 0.97
H36 8.12 5.99 0.60
C20 -5.05 -8.69 -4.48
Cl16 -3.73 -7.58 -4.86
Cl17 -4.63 -10.37 -4.86
H37 -5.27 -8.62 -3.42
H38 -5.92 -8.41 -5.06
C21 3.48 1.26 -5.50
Cl18 2.91 2.56 -4.44
Cl19 3.69 -0.26 -4.62
H39 2.75 1.11 -6.28
H40 4.43 1.55 -5.92
C22 2.07 0.66 -9.27
Cl20 1.51 1.95 -8.20
Cl21 2.30 -0.86 -8.39
H41 1.34 0.51 -10.05
H42 3.02 0.96 -9.70
C23 1.81 7.05 2.76
Cl22 0.75 7.63 4.04
Cl23 2.99 8.28 2.28
H43 2.35 6.18 3.12
H44 1.21 6.79 1.90
C24 -2.00 6.92 1.50
Cl24 -1.09 5.49 1.93
Cl25 -1.02 8.07 0.57
H45 -2.85 6.62 0.89
H46 -2.35 7.41 2.40
C25 1.03 8.73 -2.44
Cl26 2.36 9.86 -2.73
Cl27 1.48 7.07 -2.86
H47 0.77 8.76 -1.38
H48 0.18 9.02 -3.04

Mulliken atomic charge list, values in e, 4 entries: -0.423 0.044 0.083 -0.606

***

No. 4
ORCA calculation (wB97M-V/def2-TZVPD) on C25H48Cl3N4O3PbSSi as an isolated structure.

Results
* frontier orbital gap: 6.54 eV
* LUMO: 2.229 eV
* electronic energy: -3687.428530 hartree
* charge: -1

Cartesian coordinates (Å):
C1 -1.34 -2.14 -3.99
C2 -0.94 -2.93 -2.79
H1 -1.74 -2.79 -4.78
H2 -0.47 -1.58 -4.38
H3 -2.10 -1.39 -3.72
C3 -0.48 -4.18 -2.87
C4 -0.29 -4.91 -4.16
H4 -0.25 -4.76 -1.97
H5 0.13 -4.25 -4.93
H6 -1.24 -5.32 -4.55
H7 0.38 -5.76 -4.02
Pb1 0.12 1.11 -1.60
Cl1 -2.22 0.87 -0.30
Cl2 1.30 0.18 -4.01
H8 0.97 5.51 3.38
H9 -1.41 6.42 2.50
C5 1.15 5.22 2.34
C6 -1.02 6.10 1.52
N1 -0.11 4.97 1.66
H10 1.77 4.32 2.30
C7 -0.42 3.72 1.24
O1 0.35 2.75 1.35
H11 -1.86 5.81 0.87
H12 -1.42 3.64 0.78
H13 1.67 6.05 1.85
H14 -0.49 6.95 1.07
H15 2.94 -1.56 -3.68
H16 2.45 -4.15 -1.94
C8 3.79 -1.73 -3.00
C9 3.35 -3.66 -1.52
N2 3.31 -2.22 -1.73
H17 4.28 -0.76 -2.86
C10 2.89 -1.35 -0.78
O2 2.83 -0.13 -0.93
H18 3.40 -3.88 -0.45
H19 2.62 -1.84 0.18
H20 4.46 -2.48 -3.42
H21 4.23 -4.07 -2.03
O3 0.06 -1.25 -1.50
C11 -0.95 -2.14 -1.47
C12 0.34 -3.61 0.17
C13 -0.87 -3.06 -0.24
H22 1.25 -3.27 -0.35
C14 0.39 -4.52 1.23
H23 -1.91 -1.60 -1.41
C15 -2.04 -3.34 0.47
H24 1.36 -4.93 1.54
C16 -0.80 -4.87 1.88
C17 -2.01 -4.26 1.51
H25 -2.94 -2.80 0.18
H26 -0.78 -5.60 2.69
H27 -2.93 -4.51 2.04
Si1 -0.71 3.46 -3.60
Cl3 -1.70 1.48 -3.55
C18 1.15 3.48 -3.44
C19 -1.52 4.42 -2.22
C20 -1.20 4.13 -5.29
H28 1.55 3.07 -2.50
H29 1.46 4.54 -3.48
H30 1.62 2.92 -4.27
H31 -0.57 3.70 -6.08
H32 -1.08 5.22 -5.32
H33 -2.25 3.90 -5.53
H34 -1.83 3.78 -1.39
H35 -2.43 4.92 -2.61
H36 -0.85 5.20 -1.84
C21 0.92 2.24 5.33
C22 -0.11 1.48 4.52
N3 0.57 0.43 3.72
C23 -0.19 -0.50 3.06
S1 0.16 -0.90 1.47
N4 -1.22 -1.06 3.76
C24 -1.01 -1.53 5.15
C25 -2.33 -1.64 5.88
H37 1.54 1.56 5.93
H38 0.41 2.93 6.01
H39 1.58 2.83 4.68
H40 -0.85 0.99 5.16
H41 -0.65 2.16 3.84
H42 1.30 0.82 3.11
H43 -1.77 -1.70 3.19
H44 -0.50 -2.51 5.11
H45 -0.32 -0.83 5.63
H46 -2.89 -2.51 5.55
H47 -2.13 -1.75 6.95
H48 -2.94 -0.74 5.73

Mulliken atomic charge list, values in e, 4 entries: -1.510 0.253 0.467 0.121

***

No. 5
ORCA calculation (wB97M-V/def2-TZVPD) on C25H48N3O4PdS2Si2 as an isolated structure.

Results
* frontier orbital gap: 7.50 eV
* LUMO: -3.475 eV
* electronic energy: -2949.728330 hartree
* charge: +1

Cartesian coordinates (Å):
Pd1 0.04 -0.65 -0.85
C1 -6.92 4.63 -0.13
C2 -5.66 3.81 -0.18
C3 -4.45 4.33 0.27
C4 -3.29 3.58 0.23
C5 -3.35 2.29 -0.28
C6 -4.54 1.74 -0.73
C7 -5.69 2.51 -0.69
S1 -1.88 1.36 -0.40
O1 -2.22 0.01 -0.85
O2 -0.88 2.04 -1.16
N1 -1.28 1.32 1.19
C8 -1.99 0.72 2.04
C9 -1.02 -2.05 2.43
O3 -1.80 -2.11 3.28
O4 -0.22 -2.02 1.58
H1 -6.71 5.68 0.05
H2 -7.57 4.27 0.68
H3 -7.48 4.54 -1.06
H4 -4.42 5.34 0.66
H5 -2.35 4.00 0.57
H6 -4.56 0.73 -1.12
H7 -6.62 2.10 -1.05
H8 -2.99 0.33 1.84
H9 -1.66 0.72 3.08
C10 -1.69 -4.82 -2.64
Si1 -1.30 -3.70 -1.19
C11 -2.92 -3.01 -0.55
C12 -0.42 -4.77 0.07
C13 -0.13 -2.39 -1.90
Si2 -0.35 -1.71 -3.66
C14 -2.12 -1.18 -3.97
C15 0.78 -0.24 -3.96
C16 0.19 -3.05 -4.85
H10 -2.29 -5.66 -2.28
H11 -0.79 -5.24 -3.10
H12 -2.28 -4.32 -3.42
H13 -3.65 -3.83 -0.56
H14 -3.30 -2.20 -1.16
H15 -2.87 -2.67 0.49
H16 -1.12 -5.46 0.54
H17 0.07 -4.21 0.86
H18 0.35 -5.36 -0.43
H19 0.87 -2.85 -1.84
H20 -2.31 -0.19 -3.55
H21 -2.85 -1.88 -3.56
H22 -2.29 -1.12 -5.05
H23 0.52 0.64 -3.36
H24 0.68 0.05 -5.01
H25 1.83 -0.48 -3.78
H26 -0.60 -3.77 -5.07
H27 1.06 -3.60 -4.48
H28 0.49 -2.59 -5.80
C17 4.79 -1.34 3.41
C18 3.90 -0.88 4.56
C19 2.43 -0.70 4.20
C20 2.15 0.34 3.13
N2 2.35 -0.25 1.80
C21 2.39 0.30 0.59
S2 2.36 -0.79 -0.79
N3 2.47 1.59 0.32
C22 2.59 2.75 1.21
C23 4.01 3.02 1.69
C24 5.00 3.43 0.60
C25 5.58 2.28 -0.21
H29 5.81 -1.51 3.76
H30 4.84 -0.61 2.60
H31 4.43 -2.28 2.98
H32 4.28 0.06 4.96
H33 3.97 -1.61 5.38
H34 1.88 -0.41 5.10
H35 2.00 -1.66 3.89
H36 2.82 1.19 3.26
H37 1.13 0.71 3.20
H38 2.24 -1.25 1.75
H39 2.47 1.78 -0.67
H40 1.90 2.64 2.04
H41 2.23 3.60 0.62
H42 4.40 2.14 2.21
H43 3.94 3.82 2.44
H44 5.83 3.97 1.08
H45 4.53 4.16 -0.06
H46 6.07 1.55 0.45
H47 6.34 2.64 -0.91
H48 4.83 1.74 -0.79

Mulliken atomic charge list, values in e, 4 entries: 0.460 -1.436 0.941 -0.931